Record 1
ORCA calculation (wB97M-V/def2-TZVPD) on a 3-piece molecular cluster, C3H5NO2 overall at a distorted geometry.

Calculated values
strongest force on any atom = 0.023 hartree/bohr
relative energy (zero: lowest compared OMol25 entry of this formula, charge and spin) = 88.2 kcal/mol
gap between HOMO and LUMO = 0.3883 hartree

Atoms and positions in Å:
N: 2.360 0.997 0.114
C: 1.233 0.706 0.000
O: -1.539 2.223 0.879
C: -1.658 1.145 0.361
C: -0.070 -1.870 -0.441
O: 0.976 -2.383 -0.742
H: 3.333 1.207 0.200
H: -1.740 1.017 -0.735
H: -1.717 0.209 0.953
H: -0.425 -1.820 0.606
H: -0.752 -1.432 -1.196

***

Record 2
ORCA calculation (wB97M-V/def2-TZVPD) on one molecule with the formula C3H5NO2.

Calculated values
strongest force on any atom = 0.009 hartree/bohr
relative energy (zero: lowest compared OMol25 entry of this formula, charge and spin) = 99.8 kcal/mol
gap between HOMO and LUMO = 0.3431 hartree

Atoms and positions in Å:
N: -1.504 0.244 -1.270
C: -0.493 0.191 -0.534
C: -0.448 0.752 0.876
O: 0.554 0.231 1.697
C: 1.268 -1.259 -0.275
O: 0.742 -0.315 -1.017
H: -1.319 -0.127 -2.202
H: -0.276 1.832 0.787
H: -1.457 0.617 1.288
H: 2.239 -1.468 -0.771
H: 0.693 -0.698 1.421

***

Record 3
ORCA calculation (wB97M-V/def2-TZVPD) on a 2-piece molecular cluster, C3H5NO2 overall at a distorted geometry.

Calculated values
strongest force on any atom = 0.023 hartree/bohr
relative energy (zero: lowest compared OMol25 entry of this formula, charge and spin) = 64.1 kcal/mol
gap between HOMO and LUMO = 0.3675 hartree
SMILES = [H]/N=C/C=O.C=O

Atoms and positions in Å:
N: -1.134 1.302 -1.044
C: -0.199 1.349 -0.172
C: 1.141 0.803 -0.604
O: 1.258 -0.132 -1.355
C: -0.257 -2.028 0.832
O: -0.558 -1.158 1.610
H: -1.989 1.735 -0.701
H: 2.028 1.353 -0.229
H: -0.257 1.803 0.821
H: -0.214 -1.857 -0.264
H: 0.001 -3.050 1.181

***

Record 4
ORCA calculation (wB97M-V/def2-TZVPD) on one molecule with the formula C3H5NO2.

Calculated values
strongest force on any atom = 0.013 hartree/bohr
relative energy (zero: lowest compared OMol25 entry of this formula, charge and spin) = 61.4 kcal/mol
gap between HOMO and LUMO = 0.3505 hartree

Atoms and positions in Å:
C: -2.145 -0.078 0.018
C: -0.851 0.605 0.360
O: 0.094 0.005 -0.356
C: 1.398 0.539 -0.201
O: 1.664 1.690 -0.391
N: 2.239 -0.469 0.115
H: -2.090 -0.872 -0.737
H: -2.569 -0.472 0.951
H: -2.844 0.704 -0.304
H: 1.893 -1.398 0.280
H: 3.212 -0.256 0.263

***

Record 5
ORCA calculation (wB97M-V/def2-TZVPD) on one molecule with the formula C3H5NO2.

Calculated values
strongest force on any atom = 0.012 hartree/bohr
relative energy (zero: lowest compared OMol25 entry of this formula, charge and spin) = 21.5 kcal/mol
gap between HOMO and LUMO = 0.4184 hartree
SMILES = [H]/N=C(\C)OC=O

Atoms and positions in Å:
C: 0.426 1.398 0.539
C: -0.317 0.133 0.227
O: 0.541 -0.956 0.173
N: -1.548 -0.068 0.068
C: 0.422 -1.855 -0.844
O: -0.006 -1.630 -1.936
H: 0.933 1.761 -0.362
H: 1.190 1.215 1.300
H: -0.260 2.171 0.894
H: -2.067 0.802 0.165
H: 0.831 -2.815 -0.504

***

Record 6
ORCA calculation (wB97M-V/def2-TZVPD) on one molecule with the formula C3H5NO2S at a distorted geometry.

Calculated values
strongest force on any atom = 0.047 hartree/bohr
relative energy (zero: lowest compared OMol25 entry of this formula, charge and spin) = 42.4 kcal/mol
gap between HOMO and LUMO = 0.3186 hartree
SMILES = NC1=C(O)OCS1

Atoms and positions in Å:
C: -0.569 0.836 0.330
C: 1.454 1.405 -0.325
C: -0.069 -0.395 0.286
N: -1.025 -1.396 0.200
O: -1.911 1.195 0.183
O: 0.264 1.877 0.311
S: 1.778 -0.286 0.355
H: 1.339 1.339 -1.382
H: 2.391 1.954 -0.125
H: -0.919 -2.134 0.889
H: -1.053 -1.826 -0.714
H: -2.292 0.691 0.888

***

Record 7
ORCA calculation (wB97M-V/def2-TZVPD) on one molecule with the formula C3H5NO2S at a distorted geometry.

Calculated values
strongest force on any atom = 0.133 hartree/bohr
relative energy (zero: lowest compared OMol25 entry of this formula, charge and spin) = 86.3 kcal/mol
gap between HOMO and LUMO = 0.4173 hartree

Atoms and positions in Å:
C: -0.152 1.206 -0.839
C: -0.596 -1.111 0.119
C: -0.852 0.403 0.242
N: 0.441 0.991 0.708
O: 2.022 -0.715 -0.500
O: 1.579 -0.875 1.870
S: 1.114 -0.516 0.558
H: 0.421 0.753 -1.514
H: -0.478 2.297 -1.045
H: -1.036 -1.690 0.837
H: -0.593 -1.352 -1.043
H: -1.871 0.608 0.608

***

Record 8
ORCA calculation (wB97M-V/def2-TZVPD) on one molecule with the formula C3H5NO2S at a distorted geometry.

Calculated values
strongest force on any atom = 0.105 hartree/bohr
relative energy (zero: lowest compared OMol25 entry of this formula, charge and spin) = 69.3 kcal/mol
gap between HOMO and LUMO = 0.3007 hartree

Atoms and positions in Å:
C: 0.496 0.325 0.296
C: -1.125 -1.319 0.639
C: 1.629 0.808 -0.623
N: -1.865 0.813 -1.021
O: 0.132 1.011 1.259
O: 0.029 -0.866 -0.016
S: -2.568 -0.279 -0.338
H: -1.189 -2.311 0.478
H: -1.159 -0.934 1.751
H: 1.274 0.554 -1.653
H: 2.590 0.315 -0.219
H: 1.757 1.883 -0.551

***

Record 9
ORCA calculation (wB97M-V/def2-TZVPD) on one molecule with the formula C3H5NO2S at a distorted geometry.

Calculated values
strongest force on any atom = 0.029 hartree/bohr
relative energy (zero: lowest compared OMol25 entry of this formula, charge and spin) = 19.4 kcal/mol
gap between HOMO and LUMO = 0.3629 hartree
SMILES = C/C(=N/S)C(=O)O

Atoms and positions in Å:
C: 0.016 -1.626 0.538
C: -0.015 -0.256 -0.065
C: 0.700 0.796 0.840
H: -0.468 -2.363 -0.072
H: 1.057 -1.903 0.765
H: -0.448 -1.609 1.551
H: -1.160 1.079 -2.960
H: -0.677 1.999 0.295
N: -0.491 -0.110 -1.234
O: 0.183 2.029 0.801
O: 1.618 0.539 1.553
S: -0.315 1.425 -2.011

***

Record 10
ORCA calculation (wB97M-V/def2-TZVPD) on one molecule with the formula C3H5NO2S at a distorted geometry.

Calculated values
strongest force on any atom = 0.042 hartree/bohr
relative energy (zero: lowest compared OMol25 entry of this formula, charge and spin) = 65.3 kcal/mol
gap between HOMO and LUMO = 0.3442 hartree
SMILES = C=NOCC(O)=S

Atoms and positions in Å:
C: -0.175 0.049 -1.803
C: -0.636 0.215 -0.386
C: 0.819 -0.370 2.635
H: -0.570 0.676 -3.527
H: -1.572 -0.397 -0.225
H: -0.812 1.233 -0.108
H: 0.678 -0.011 3.658
H: 1.639 -1.182 2.554
N: 0.158 0.196 1.721
O: -0.800 0.909 -2.616
O: 0.348 -0.337 0.495
S: 0.923 -0.981 -2.397